Entry 1:
The following is a quantum chemistry calculation of C30H41BrCaOS3 as an isolated structure, from the OMol25 dataset.

Positions of all 77 atoms, in Å:
Ca 0.35 -0.10 0.01
C 3.91 1.88 1.79
C 3.28 3.22 1.42
S 2.24 3.12 -0.06
C 0.85 4.18 0.39
C 0.12 3.87 1.70
S -0.20 2.12 2.09
C 0.93 1.85 3.50
C 1.86 0.65 3.37
S 2.81 0.44 1.85
H 4.44 1.97 2.73
H 4.65 1.61 1.03
H 4.07 3.96 1.26
H 2.66 3.59 2.24
H 0.17 4.07 -0.45
H 1.17 5.22 0.41
H -0.86 4.35 1.66
H 0.64 4.30 2.56
H 0.31 1.69 4.38
H 1.49 2.77 3.67
H 1.28 -0.27 3.36
H 2.54 0.63 4.22
C -0.27 -0.85 -5.01
C -0.47 -1.82 -3.86
C -1.85 -1.61 -3.24
C 0.63 -1.76 -2.81
C 0.69 -2.73 -1.81
C 1.74 -2.78 -0.91
C 2.78 -1.85 -0.96
C 3.97 -2.00 -0.05
C 2.70 -0.84 -1.91
C 1.65 -0.80 -2.83
H -1.06 -0.99 -5.75
H 0.69 -0.99 -5.51
H -0.33 0.19 -4.67
H -0.43 -2.84 -4.26
H -1.96 -0.59 -2.87
H -2.03 -2.28 -2.40
H -2.63 -1.79 -3.99
H -0.10 -3.46 -1.73
H 1.76 -3.56 -0.16
H 4.61 -2.81 -0.40
H 3.66 -2.23 0.97
H 4.57 -1.09 -0.03
H 3.48 -0.09 -1.96
H 1.65 -0.03 -3.58
Br -0.19 2.01 -2.25
C -2.10 2.15 -2.10
C -2.71 3.05 -2.92
C -4.12 3.18 -2.85
C -4.83 2.41 -1.97
C -4.18 1.48 -1.13
C -4.93 0.67 -0.24
C -4.29 -0.22 0.57
C -2.88 -0.35 0.51
C -2.07 0.38 -0.33
C -2.76 1.32 -1.16
H -2.14 3.65 -3.61
H -4.61 3.90 -3.49
H -5.90 2.51 -1.92
H -6.01 0.78 -0.21
H -4.86 -0.84 1.25
H -2.42 -1.08 1.18
C -0.81 -3.58 1.62
C 0.02 -2.56 2.40
C 1.30 -3.24 2.92
C -0.81 -2.07 3.60
O 0.36 -1.49 1.59
H -1.10 -4.43 2.26
H -0.24 -3.97 0.78
H -1.72 -3.11 1.24
H 1.07 -4.08 3.58
H 1.91 -2.52 3.47
H 1.89 -3.61 2.08
H -1.09 -2.90 4.26
H -1.71 -1.57 3.26
H -0.23 -1.36 4.20

Results
- Molar mass: 633.84 g/mol
- LUMO level: 0.25 eV
- Energy relative to the best compared isomer or geometry (same formula, charge and spin): 0.0 kJ/mol

Mulliken population analysis, charges in e, atoms 1 to 4:
1. Ca -0.038
2. C -1.186
3. C -0.615
4. S -0.023

Entry 2:
The following is a quantum chemistry calculation of C30H41FHgN3O3P2S as an isolated structure, from the OMol25 dataset.

Positions of all 82 atoms, in Å:
Hg -1.02 -1.18 -0.47
C 0.18 -3.90 -2.72
C 1.39 -3.02 -2.35
N 1.04 -1.61 -2.22
C 1.03 -0.81 -3.43
C -0.14 -1.04 -4.38
S -1.80 -0.98 -3.62
C -2.43 -2.68 -3.83
C -2.28 -3.62 -2.62
N -1.00 -3.52 -1.96
H 0.45 -4.95 -2.57
H -0.04 -3.78 -3.78
H 2.17 -3.18 -3.10
H 1.78 -3.34 -1.38
H 1.63 -1.17 -1.53
H 1.95 -0.95 -4.03
H 1.00 0.24 -3.11
H -0.06 -1.99 -4.92
H -0.14 -0.24 -5.12
H -1.96 -3.08 -4.73
H -3.49 -2.55 -4.04
H -2.51 -4.64 -2.98
H -3.04 -3.35 -1.88
H -1.02 -3.96 -1.05
C 3.61 5.05 1.54
C 2.57 5.38 0.48
C 3.25 5.85 -0.80
C 2.20 6.30 -1.80
C 1.24 5.17 -2.05
C 0.59 5.06 -3.26
C -0.34 4.04 -3.46
F -0.95 3.97 -4.66
C -0.65 3.14 -2.48
C 0.02 3.22 -1.25
C -0.31 2.23 -0.21
O -1.30 1.51 -0.33
C 0.58 2.24 0.92
C 1.47 3.25 1.07
N 1.68 4.25 0.17
C 0.99 4.22 -1.04
C 0.66 1.09 1.91
O 0.93 1.33 3.09
O 0.52 -0.05 1.36
H 4.31 5.88 1.60
H 4.17 4.15 1.27
H 3.18 4.92 2.53
H 1.94 6.20 0.86
H 3.83 5.02 -1.22
H 3.94 6.66 -0.56
H 2.66 6.61 -2.74
H 1.66 7.16 -1.40
H 0.78 5.77 -4.05
H -1.40 2.38 -2.62
H 2.06 3.28 1.97
C -3.96 -0.96 1.72
P -2.83 -2.42 1.80
C -4.01 -3.68 2.48
C -1.87 -2.00 3.31
C -2.54 -1.71 4.50
C -1.85 -1.44 5.66
C -0.46 -1.46 5.66
C 0.22 -1.73 4.48
C -0.46 -2.00 3.30
P 0.46 -2.38 1.76
C 0.41 -4.25 2.02
C 2.23 -2.14 2.22
H -3.34 -0.06 1.67
H -4.63 -0.91 2.57
H -4.54 -1.02 0.80
H -4.53 -3.33 3.37
H -3.45 -4.59 2.73
H -4.74 -3.92 1.71
H -3.63 -1.69 4.52
H -2.39 -1.21 6.57
H 0.09 -1.27 6.57
H 1.30 -1.74 4.50
H 0.69 -4.49 3.05
H 1.11 -4.74 1.34
H -0.59 -4.62 1.83
H 2.60 -2.95 2.85
H 2.33 -1.17 2.71
H 2.82 -2.10 1.30

Results
- Molar mass: 805.28 g/mol
- LUMO level (spin up / spin down): 0.57 / -0.29 eV
- Spin multiplicity: 2
- Energy relative to the best compared isomer or geometry (same formula, charge and spin): 0.0 kJ/mol

Mulliken population analysis, charges in e, atoms 1 to 4:
1. Hg 1.226
2. C -0.903
3. C -0.904
4. N 0.219

Entry 3:
The following is a quantum chemistry calculation of C30H41N7O3SSi2V as an isolated structure, from the OMol25 dataset.

Positions of all 85 atoms, in Å:
V 1.33 0.59 -0.26
N -5.78 3.20 -1.90
C -4.67 2.78 -2.51
C -4.52 1.40 -2.52
C -3.23 0.90 -2.65
C -2.20 1.82 -2.96
C -2.46 3.10 -3.40
C -3.70 3.63 -3.08
S -0.61 1.16 -2.91
O -0.79 -0.31 -2.86
O 0.10 1.74 -4.04
N 0.08 1.53 -1.46
C 0.46 2.77 -1.10
N 1.20 2.61 0.03
C 1.67 3.74 0.60
C 1.35 5.00 0.08
C 0.53 5.05 -1.04
N 0.05 3.92 -1.61
H -6.23 2.55 -1.26
H -5.97 4.18 -1.76
H -5.37 0.76 -2.24
H -2.99 -0.16 -2.54
H -1.73 3.72 -3.93
H -3.85 4.64 -3.17
H 2.29 3.48 1.49
H 1.81 5.92 0.52
H 0.29 5.95 -1.56
C 5.48 -1.50 -2.66
Si 3.69 -0.89 -2.49
C 2.63 -2.44 -2.36
C 3.24 0.21 -3.96
C 3.21 0.12 -0.88
Si 4.23 -0.27 0.86
C 4.33 -2.15 0.91
C 3.76 0.45 2.65
C 5.94 0.53 0.59
H 5.46 -1.99 -3.60
H 5.81 -2.23 -1.92
H 6.16 -0.69 -2.77
H 1.59 -2.18 -2.66
H 2.65 -2.76 -1.29
H 3.09 -3.24 -2.92
H 2.45 0.91 -3.77
H 2.84 -0.41 -4.73
H 4.06 0.81 -4.48
H 3.52 1.19 -1.10
H 5.23 -2.40 0.28
H 3.41 -2.71 0.60
H 4.52 -2.40 1.95
H 3.13 -0.26 3.15
H 3.22 1.42 2.52
H 4.66 0.59 3.30
H 6.37 1.14 1.40
H 5.92 1.01 -0.45
H 6.72 -0.25 0.39
C -1.86 -3.95 5.69
C -2.72 -3.30 4.64
C -3.19 -2.01 4.89
C -3.89 -1.26 3.93
C -4.06 -1.87 2.68
N -4.65 -1.10 1.60
C -4.31 0.24 1.30
O -5.19 1.14 1.21
N -3.00 0.53 0.94
C -1.89 -0.34 0.69
C -2.08 -1.60 0.11
C -1.00 -2.41 -0.12
C 0.30 -1.99 0.17
N 0.51 -0.82 0.82
C -0.57 0.05 1.06
C -3.67 -3.19 2.45
C -2.92 -3.90 3.39
H -0.85 -3.63 5.56
H -1.85 -5.02 5.51
H -2.30 -3.77 6.69
H -2.98 -1.63 5.89
H -4.25 -0.25 4.16
H -5.65 -1.15 1.75
H -2.84 1.56 0.85
H -3.07 -1.89 -0.31
H -1.04 -3.45 -0.45
H 1.19 -2.63 -0.01
H -0.24 0.84 1.73
H -3.93 -3.68 1.51
H -2.38 -4.82 3.14

Results
- Molar mass: 686.89 g/mol
- LUMO level (spin up / spin down): -8.72 / -7.77 eV
- Spin multiplicity: 2
- Net charge: +2
- Energy relative to the best compared isomer or geometry (same formula, charge and spin): 27.3 kJ/mol

Mulliken population analysis, charges in e, atoms 1 to 4:
1. V -0.626
2. N -0.466
3. C 0.625
4. C -0.761

Entry 4:
The following is a quantum chemistry calculation of C30H42BIrN8S3 as an isolated structure, from the OMol25 dataset.

Positions of all 85 atoms, in Å:
Ir -0.24 0.37 -0.39
C -2.91 -3.32 0.13
C -1.96 -4.41 -0.39
C -2.14 -4.65 -1.89
C -2.26 -5.71 0.35
N -0.54 -4.01 -0.11
C 0.28 -4.69 0.76
C 1.47 -4.06 0.78
N 1.40 -2.99 -0.08
B 2.66 -2.12 -0.31
N 2.90 -1.19 0.90
C 4.18 -0.85 1.25
C 4.12 -0.14 2.39
N 2.80 -0.03 2.75
C 2.06 -0.65 1.80
S 0.32 -0.69 1.67
C 2.45 0.67 4.04
C 1.02 0.44 4.52
C 3.39 0.12 5.12
C 2.67 2.17 3.83
N 2.60 -1.36 -1.66
C 2.81 -2.03 -2.84
C 2.80 -1.13 -3.85
N 2.57 0.11 -3.30
C 2.44 -0.05 -1.96
S 2.04 1.16 -0.78
C 2.49 1.37 -4.11
C 1.07 1.93 -4.02
C 3.54 2.36 -3.61
C 2.79 1.03 -5.56
C 0.16 -2.96 -0.60
S -0.43 -1.73 -1.68
H -3.94 -3.66 0.01
H -2.79 -2.40 -0.42
H -2.72 -3.13 1.19
H -3.16 -4.96 -2.08
H -1.47 -5.44 -2.24
H -1.95 -3.75 -2.48
H -3.28 -6.01 0.10
H -2.21 -5.58 1.43
H -1.60 -6.51 0.04
H -0.02 -5.57 1.29
H 2.37 -4.29 1.32
H 3.60 -2.86 -0.38
H 5.03 -1.16 0.67
H 4.92 0.30 2.96
H 0.78 -0.63 4.57
H 0.29 0.95 3.90
H 0.93 0.84 5.53
H 3.30 -0.96 5.19
H 3.11 0.55 6.08
H 4.43 0.38 4.94
H 1.98 2.55 3.08
H 3.69 2.38 3.50
H 2.50 2.70 4.76
H 2.96 -3.10 -2.86
H 2.95 -1.30 -4.90
H 0.85 2.27 -3.01
H 0.34 1.18 -4.31
H 0.97 2.79 -4.69
H 3.36 2.66 -2.58
H 3.52 3.26 -4.23
H 4.54 1.92 -3.68
H 2.03 0.37 -5.99
H 3.77 0.58 -5.68
H 2.78 1.96 -6.14
N -2.49 0.68 -1.15
C -2.45 1.86 -1.95
C -3.18 2.06 -3.08
C -3.10 3.29 -3.78
C -2.30 4.30 -3.32
C -1.51 4.11 -2.17
C -0.64 5.09 -1.64
C 0.10 4.81 -0.52
C 0.02 3.53 0.05
N -0.76 2.58 -0.43
C -1.56 2.87 -1.50
H -3.02 -0.07 -1.59
H -2.88 0.87 -0.24
H -3.85 1.29 -3.45
H -3.70 3.43 -4.66
H -2.26 5.25 -3.84
H -0.56 6.05 -2.14
H 0.76 5.54 -0.08
H 0.63 3.27 0.90

Results
- Molar mass: 813.95 g/mol
- LUMO level: -6.83 eV
- Net charge: +2
- Energy relative to the best compared isomer or geometry (same formula, charge and spin): 159.5 kJ/mol

Mulliken population analysis, charges in e, atoms 1 to 4:
1. Ir 1.222
2. C -1.124
3. C 1.075
4. C -1.514

Entry 5:
The following is a quantum chemistry calculation of C30H42Br39F2IN4O4PS as an isolated structure, from the OMol25 dataset.

Positions of all 124 atoms, in Å:
C 0.68 2.39 1.28
C 1.46 2.23 -0.15
F 2.81 2.89 -0.17
C 1.71 0.65 -0.60
N 0.44 -0.10 -0.86
C -0.55 0.55 -1.85
C -1.72 1.44 -1.10
C -3.19 1.29 -1.87
F -2.92 1.33 -3.35
C 0.13 -1.30 -0.27
N 1.00 -2.03 0.71
C 1.13 -1.37 2.06
C 1.25 -2.41 3.34
C 1.26 -1.67 4.81
S 1.06 -3.03 6.13
O 1.93 -2.71 7.41
O 1.49 -4.43 5.63
O -0.56 -3.12 6.67
C 2.27 -2.59 0.16
C 2.34 -4.22 0.04
C 2.42 -5.30 1.27
C 2.46 -6.94 0.96
C 2.44 -7.51 -0.60
C 2.41 -6.44 -1.85
C 2.36 -4.84 -1.52
N -1.25 -1.88 -0.63
I -1.25 -3.94 -0.67
P -2.26 -1.47 0.83
N -1.99 -2.64 2.15
O -3.95 -1.56 0.33
H 1.41 2.45 2.20
H -0.12 1.57 1.49
H 0.09 3.43 1.27
H 0.82 2.82 -0.95
H 2.29 0.71 -1.64
H 2.45 0.18 0.17
H 0.10 1.34 -2.48
H -0.96 -0.21 -2.65
H -1.43 2.59 -1.24
H -1.79 1.27 0.06
H -3.78 0.33 -1.55
H -3.78 2.30 -1.64
H 2.08 -0.66 2.15
H 0.20 -0.64 2.21
H 2.32 -2.93 3.22
H 0.36 -3.17 3.25
H 2.38 -1.28 4.96
H 0.46 -0.84 4.95
H -0.91 -2.17 6.67
H 3.19 -2.22 0.81
H 2.43 -2.12 -0.92
H 2.45 -4.94 2.38
H 2.49 -7.76 1.82
H 2.46 -8.68 -0.75
H 2.41 -6.83 -2.96
H 2.32 -4.07 -2.43
H -2.87 -3.15 2.43
H -1.73 -2.11 3.04
H -3.99 -2.34 -0.33
C -0.81 2.85 -5.91
Br -2.10 4.23 -5.46
Br -0.47 2.76 -7.82
Br 0.84 3.04 -4.89
H -1.25 1.89 -5.62
C -5.08 6.62 -5.92
Br -4.43 6.97 -4.12
Br -6.99 6.93 -6.08
Br -4.07 7.62 -7.25
H -4.90 5.56 -6.12
C 1.32 -0.81 -8.35
Br 0.53 -1.21 -6.62
Br 3.25 -1.10 -8.36
Br 0.44 -1.78 -9.79
H 1.16 0.26 -8.54
C -3.99 9.86 -1.10
Br -2.30 10.69 -1.59
Br -3.89 8.98 0.63
Br -5.47 11.12 -1.19
H -4.19 9.08 -1.85
C 5.67 0.43 0.02
Br 4.88 0.03 1.75
Br 7.59 0.13 0.01
Br 4.79 -0.54 -1.42
H 5.51 1.49 -0.17
C -4.22 -6.90 0.75
Br -4.43 -6.49 2.64
Br -3.27 -5.50 -0.20
Br -3.40 -8.64 0.47
H -5.23 -6.95 0.32
C -6.22 4.49 0.18
Br -6.74 5.17 -1.56
Br -5.91 2.57 0.15
Br -4.70 5.46 0.91
H -7.06 4.67 0.86
C 4.13 -6.64 5.19
Br 3.60 -5.96 3.44
Br 4.43 -8.56 5.15
Br 5.65 -5.67 5.91
H 3.28 -6.46 5.86
C 3.11 6.21 -0.13
Br 3.75 6.56 1.67
Br 1.20 6.51 -0.29
Br 4.12 7.21 -1.46
H 3.28 5.15 -0.33
C -8.30 9.27 -3.14
Br -9.36 8.41 -4.53
Br -8.47 11.21 -3.19
Br -8.71 8.55 -1.38
H -7.25 9.04 -3.34
C 8.56 2.56 2.90
Br 10.25 3.39 2.41
Br 8.66 1.68 4.63
Br 7.08 3.82 2.81
H 8.36 1.78 2.15
C 3.96 0.36 8.85
Br 2.67 1.74 9.30
Br 4.30 0.28 6.93
Br 5.61 0.56 9.87
H 3.52 -0.60 9.14
C -3.43 -9.53 -3.91
Br -1.81 -10.44 -3.33
Br -5.01 -10.22 -3.01
Br -3.28 -7.60 -3.74
H -3.55 -9.75 -4.98

Results
- Molar mass: 3866.89 g/mol
- LUMO level: -4.26 eV
- Net charge: +1

Mulliken population analysis, charges in e, atoms 1 to 4:
1. C -0.837
2. C 0.800
3. F -0.381
4. C -0.012